No. 1
Formula: C3H8NO2
Source: the Open Molecules 2025 dataset
Level of theory: ωB97M-V/def2-TZVPD

Summary:
net charge: -1
ΔE to the lowest compared entry with this formula, charge and spin: 2.1042 eV
HOMO energy: -3.20 eV
Kohn-Sham gap: 7.58 eV
max |F|: 0.03625 hartree/bohr

```
14
Properties=species:S:1:pos:R:3:forces:R:3
C -0.8053 -0.9874 -2.7944 -0.2 0.4 0.3
C -1.1605 -0.5885 -1.5262 -0.2 -0.6 -1.0
O -0.8924 -1.1476 -0.3939 0.1 0.1 -0.5
H -1.1533 -0.3364 -3.6100 0.3 -0.5 0.2
H -0.1599 -1.8673 -3.0098 -0.6 0.7 0.3
H -1.7873 0.3363 -1.4398 0.3 -0.3 -0.4
H -0.5413 0.0724 0.1826 0.3 0.4 1.8
N 1.6529 1.0723 2.3804 -0.7 0.1 -0.5
C 1.1577 0.4984 1.1190 -0.5 -0.6 -0.6
O -0.1880 0.8500 0.8624 0.5 -0.4 -0.4
H 0.9127 0.8220 3.0650 0.7 0.6 -0.5
H 1.6203 2.0950 2.2175 -0.2 -0.8 0.5
H 1.7836 0.8382 0.2690 0.1 0.1 0.5
H 1.2473 -0.6200 1.1243 0.0 0.8 0.3
```
Positions in Å, forces in eV/Å.

Here are the Mulliken charges for atoms 1 to 8, given in e:
1 C -0.8141
2 C -0.0209
3 O -0.7600
4 H 0.2215
5 H 0.2550
6 H 0.2178
7 H 0.4751
8 N -0.7073

---

No. 2
Formula: C7H17INOP
Source: the Open Molecules 2025 dataset
Level of theory: ωB97M-V/def2-TZVPD

Summary:
net charge: 0
ΔE to the lowest compared entry with this formula, charge and spin: 1.3043 eV
HOMO energy: -6.10 eV
Kohn-Sham gap: 3.27 eV
max |F|: 0.08345 hartree/bohr

```
28
Properties=species:S:1:pos:R:3:forces:R:3
C 0.3347 1.6721 -1.4449 -0.1 -2.9 -3.0
C 1.5923 1.3587 0.6857 -1.4 -3.4 2.2
C -1.6791 -0.5923 2.1841 0.9 -1.1 -0.1
C -2.6201 -1.0987 -0.1038 -4.2 -0.7 0.4
C 2.7408 -1.7010 -1.2351 2.3 -1.1 0.2
C 0.2351 1.2231 -0.0200 -0.9 1.8 0.4
C -1.7362 -0.1822 0.6947 0.3 -1.2 0.9
N -0.3868 -0.0934 0.1110 1.4 -2.0 0.1
O 1.5308 -1.0705 -1.1757 -3.3 1.8 0.3
P 0.4563 -1.5031 -0.1198 -1.1 1.6 -0.4
I 5.8418 0.0327 0.1947 -0.4 -0.1 0.0
H 0.2524 0.7623 -2.2542 0.3 2.2 2.1
H -0.4589 2.3213 -1.7028 -0.8 0.8 -0.3
H 1.2748 2.1457 -1.6207 0.6 0.4 -0.3
H 1.4550 0.9687 1.7814 0.4 0.9 -1.7
H 1.9493 2.3459 0.7215 0.5 1.2 -0.2
H 2.2888 0.6358 0.2238 0.2 0.9 0.2
H -1.7871 0.2375 2.8140 0.0 1.5 0.9
H -2.4890 -1.2487 2.4861 0.0 -0.3 -0.3
H -0.7005 -1.0559 2.4663 -0.8 0.2 -0.3
H -2.2817 -1.3298 -1.1172 -0.1 0.3 0.1
H -3.7727 -0.6230 -0.1501 3.1 -1.2 -0.1
H -2.8249 -2.0647 0.4501 0.5 0.9 -0.8
H 2.6635 -2.6234 -1.7145 -0.4 -1.7 -1.1
H 2.9975 -1.9102 -0.2340 1.4 0.0 1.0
H 3.4886 -1.1408 -1.7639 0.2 0.7 0.3
H -0.5707 1.8959 0.3981 1.2 -0.5 0.2
H -2.1818 0.7774 0.6866 0.0 1.2 -0.4
```
Positions in Å, forces in eV/Å.

Here are the Mulliken charges for atoms 1 to 8, given in e:
1 C -1.2400
2 C -1.4427
3 C -1.2999
4 C -1.2838
5 C -0.8836
6 C 0.3893
7 C 0.2384
8 N 0.5358

---

No. 3
Formula: C24H31N7O2Pd
Source: the Open Molecules 2025 dataset
Level of theory: ωB97M-V/def2-TZVPD

Summary:
net charge: +2
ΔE to the lowest compared entry with this formula, charge and spin: 2.0046 eV
HOMO energy (alpha / beta): -13.00 / -13.01 eV
Kohn-Sham gap (alpha / beta): 4.14 / 4.41 eV
max |F|: 0.06174 hartree/bohr

```
65
Properties=species:S:1:pos:R:3:forces:R:3
Pd 0.5720 -0.1711 0.4040 0.4 -0.2 1.9
N 1.1447 -0.2556 -3.8020 0.4 -0.3 -0.3
C -0.0495 -0.9852 -4.2827 -0.4 -0.3 -0.3
C -1.2599 -0.0519 -4.1854 0.2 -0.1 0.1
C -1.5471 0.3049 -2.7278 -0.6 -0.2 -0.2
N -0.3875 1.0821 -2.2068 0.2 0.1 0.5
C -1.7474 -0.9297 -1.8510 0.2 -0.1 0.2
C -0.6788 -2.0277 -1.9996 -0.8 0.0 -0.3
N 0.5151 -1.7647 -1.1567 0.2 0.6 1.1
C -0.3015 -2.2574 -3.4686 0.2 0.2 0.1
H 1.3402 0.5020 -4.4523 0.2 0.0 0.0
H 1.9670 -0.8538 -3.8238 0.0 0.0 -0.1
H 0.4805 0.5729 -2.6313 -0.2 0.5 0.4
H 0.0877 -1.2931 -5.3271 0.0 0.1 0.1
H -2.1272 -0.5430 -4.6215 -0.1 0.0 0.0
H -1.0811 0.8517 -4.7708 -0.1 0.1 0.0
H -2.4469 0.9223 -2.6564 0.2 0.0 0.1
H -0.4079 1.1026 -1.1497 -0.2 0.7 -0.9
H -0.4037 2.0481 -2.5368 0.0 0.0 0.1
H -2.7079 -1.3744 -2.1128 0.0 0.1 0.0
H -1.8029 -0.6252 -0.7909 -0.2 -0.1 -0.3
H -1.1387 -2.9492 -1.6262 0.2 0.1 0.0
H 1.3373 -1.6235 -1.7436 -0.1 0.1 0.2
H 0.7095 -2.5851 -0.5816 0.0 0.1 -0.1
H -1.1215 -2.7931 -3.9465 0.0 -0.1 0.0
H 0.5752 -2.9060 -3.5214 0.0 -0.2 0.0
N 0.5226 -2.4927 4.1329 -0.2 0.1 -0.3
C 1.7982 -2.0383 3.9886 0.6 0.3 -0.4
C 1.8686 -1.4862 2.7426 0.5 -0.2 0.5
N 0.6439 -1.6125 2.1419 0.4 0.8 -1.1
C -0.1472 -2.2140 3.0046 -0.6 -0.1 -0.1
H 0.1487 -2.9567 4.9468 -0.1 0.0 -0.1
H 2.5408 -2.1407 4.7520 0.1 0.0 0.2
H 2.7033 -1.0156 2.2404 -0.1 -0.1 0.3
H -1.1780 -2.4570 2.8298 -0.1 0.0 0.1
O 1.1273 1.4586 1.8371 0.9 -2.6 -0.7
C 0.0877 2.0946 1.6360 -2.4 2.0 -0.3
N -0.3763 3.1392 2.3276 0.5 -0.5 0.1
C -1.6052 3.6435 1.7556 -0.5 -0.2 -1.0
C -1.7768 2.6433 0.5513 -1.1 1.1 0.4
O -2.6510 2.6702 -0.2806 0.1 -0.3 -0.2
N -0.7443 1.7925 0.5905 2.3 -1.9 0.0
C -1.4472 5.0497 1.1983 0.3 0.4 0.1
C -2.2814 5.5288 0.1934 -0.1 -0.2 0.0
C -2.1680 6.8330 -0.2518 0.2 0.1 0.1
C -1.2157 7.6763 0.3035 -0.1 -0.1 -0.1
C -0.3968 7.2071 1.3183 0.1 0.2 -0.1
C -0.4967 5.9017 1.7585 -0.4 -0.1 -0.1
C -2.7784 3.5713 2.7099 -0.1 -0.1 0.5
C -4.0883 3.5169 2.2416 0.2 -0.1 -0.1
C -5.1502 3.5732 3.1249 0.0 0.0 0.3
C -4.9176 3.6742 4.4900 0.0 0.0 -0.1
C -3.6145 3.7213 4.9599 -0.2 0.0 0.2
C -2.5498 3.6601 4.0841 -0.1 0.1 -0.5
H 0.0311 3.4691 3.1854 0.1 0.0 -0.1
H -3.0080 4.8716 -0.2586 -0.1 0.1 0.0
H -2.8187 7.1898 -1.0348 -0.1 0.0 -0.1
H -1.1074 8.6856 -0.0635 0.0 0.1 0.1
H 0.3173 7.8665 1.7835 0.2 0.1 0.0
H 0.1425 5.5717 2.5610 0.1 0.0 0.1
H -4.2737 3.4092 1.1839 0.0 0.1 -0.1
H -6.1609 3.5376 2.7523 -0.1 0.0 -0.1
H -5.7457 3.7052 5.1807 -0.1 0.1 0.1
H -3.4242 3.8268 6.0157 0.0 0.0 0.2
H -1.5504 3.7287 4.4825 0.1 0.0 0.1
```
Positions in Å, forces in eV/Å.

Here are the Mulliken charges for atoms 1 to 8, given in e:
1 Pd 0.3330
2 N -0.5642
3 C 0.1686
4 C -1.3181
5 C -0.0704
6 N 0.3658
7 C -1.2931
8 C 0.4873

---

No. 4
Formula: C3H4HgO2
Source: the Open Molecules 2025 dataset
Level of theory: ωB97M-V/def2-TZVPD

Summary:
net charge: +2
HOMO energy: -18.28 eV
Kohn-Sham gap: 4.84 eV
max |F|: 0.15012 hartree/bohr

```
10
Properties=species:S:1:pos:R:3:forces:R:3
C -0.1065 1.1915 -0.2703 1.6 -3.1 3.7
C 0.5925 0.2692 -1.1042 -1.5 -0.6 -0.5
H 1.6697 0.1214 -0.9791 -0.2 0.2 -0.5
H 0.0556 0.1345 -2.0564 0.7 -0.6 0.1
C -0.5546 -0.5855 -0.0151 -1.6 5.2 -5.5
O -0.3144 -1.2473 0.9990 3.6 2.9 0.9
Hg -0.8867 -2.6912 1.9512 -1.8 -4.2 2.5
H -1.4904 -0.7480 -0.5746 0.6 0.0 0.0
O 0.6555 1.8594 0.5684 -0.8 -0.8 -1.1
H 0.3793 1.6961 1.4812 -0.5 1.0 0.4
```
Positions in Å, forces in eV/Å.

Here are the Mulliken charges for atoms 1 to 8, given in e:
1 C 0.3276
2 C -0.3922
3 H 0.3281
4 H 0.3106
5 C 0.2053
6 O -0.7239
7 Hg 1.4709
8 H 0.4132

---

Question: Which formula does entry 1 have?
Answer: C3H8NO2